Entry 1:
ORCA calculation (ωB97M-V/def2-TZVPD) on 16 unconnected molecules or ions with the total composition C27H32Cl47F10N2O in a non-equilibrium geometry.

XYZ file:
```
119
Properties=species:S:1:pos:R:3:mulliken_charge:R:1
C 4.942 -0.528 1.768 -1.520
C 3.401 -0.221 1.686 0.699
Cl 2.555 -1.744 1.290 0.048
C 3.006 1.095 0.963 -0.207
Cl 4.235 2.251 1.622 -0.062
N 2.805 1.194 -0.528 0.506
C 2.337 2.635 -0.816 -0.857
C 3.373 3.746 -1.087 -0.782
C 2.892 5.037 -0.351 -0.898
C 1.491 5.521 -0.832 -0.351
N 0.456 5.303 0.217 -0.402
C 1.576 0.397 -0.922 -1.953
O 0.470 0.731 -0.110 -0.586
C -0.593 -0.081 -0.330 0.976
F -1.567 0.371 0.426 -0.322
F -0.383 -1.324 -0.003 0.039
F -1.016 -0.004 -1.577 -0.287
C 3.880 0.694 -1.403 1.315
F 4.155 -0.588 -1.154 -0.247
F 5.034 1.264 -1.113 -0.294
C 3.732 0.761 -2.961 0.272
F 3.377 1.941 -3.462 -0.237
F 4.983 0.620 -3.411 -0.318
C 2.917 -0.347 -3.745 0.831
F 3.594 -0.762 -4.771 -0.242
F 2.503 -1.398 -3.063 -0.214
F 1.830 0.248 -4.253 -0.265
H 5.364 -0.110 2.682 0.357
H 5.488 -0.215 0.878 0.243
H 5.065 -1.612 1.838 0.587
H 3.165 -0.047 2.739 -0.509
H 2.131 1.471 1.491 0.830
H 1.671 2.670 -1.684 0.582
H 1.687 2.988 -0.012 0.167
H 3.432 4.050 -2.136 0.415
H 4.399 3.585 -0.754 0.440
H 2.972 4.949 0.738 0.326
H 3.603 5.812 -0.665 0.534
H 1.540 6.606 -0.994 0.053
H 1.200 5.064 -1.787 0.290
H 0.869 4.988 1.089 0.196
H -0.176 4.567 -0.085 0.205
H 1.277 0.626 -1.955 0.629
H 1.742 -0.686 -0.917 1.044
C -1.717 -3.873 -2.150 0.378
Cl -1.153 -4.701 -3.601 -0.031
Cl -3.460 -4.053 -1.968 -0.123
Cl -0.877 -4.468 -0.715 -0.024
H -1.497 -2.817 -2.254 -0.265
C -1.941 -8.001 -6.292 0.201
Cl -2.997 -7.658 -7.665 -0.106
Cl -0.734 -6.727 -6.106 -0.085
Cl -2.883 -8.188 -4.810 -0.130
H -1.422 -8.933 -6.487 0.128
C 2.567 0.515 5.994 -0.125
Cl 2.646 -1.032 5.138 -0.071
Cl 4.030 0.792 6.931 -0.106
Cl 2.301 1.836 4.846 -0.059
H 1.725 0.481 6.675 0.384
C -2.392 -1.936 2.611 0.503
Cl -3.429 -1.174 3.812 -0.137
Cl -0.701 -1.896 3.130 -0.057
Cl -2.906 -3.596 2.297 -0.130
H -2.476 -1.379 1.688 -0.182
C 8.260 -1.908 4.077 -0.052
Cl 6.721 -2.380 4.799 -0.087
Cl 8.209 -2.100 2.321 -0.108
Cl 8.663 -0.244 4.505 -0.113
H 9.033 -2.557 4.469 0.375
C 2.710 9.881 -1.204 -0.022
Cl 1.027 9.985 -0.690 -0.095
Cl 3.795 10.333 0.110 -0.117
Cl 3.079 8.248 -1.780 -0.121
H 2.861 10.572 -2.025 0.348
C -2.775 6.942 2.201 0.111
Cl -1.086 7.028 2.716 0.019
Cl -3.129 8.193 1.009 -0.107
Cl -3.150 5.339 1.554 -0.076
H -3.407 7.112 3.066 0.028
C -5.979 -4.555 4.309 0.321
Cl -5.847 -2.971 5.078 -0.126
Cl -6.370 -5.796 5.498 -0.104
Cl -7.188 -4.520 3.022 -0.131
H -5.020 -4.796 3.867 0.033
C 1.594 -9.402 -8.528 0.054
Cl -0.134 -9.708 -8.311 -0.118
Cl 2.156 -8.181 -7.383 -0.116
Cl 2.515 -10.895 -8.349 -0.117
H 1.747 -9.025 -9.531 0.302
C -4.072 0.789 -3.590 0.103
Cl -3.867 2.362 -2.811 -0.122
Cl -4.537 -0.438 -2.410 -0.079
Cl -5.261 0.877 -4.885 -0.116
H -3.122 0.498 -4.023 0.186
C 1.329 -6.740 2.232 -0.062
Cl 2.449 -6.867 3.590 -0.123
Cl 1.327 -5.095 1.581 0.047
Cl 1.738 -7.904 0.974 -0.113
H 0.332 -6.963 2.591 0.280
C -9.976 -8.151 5.033 0.058
Cl -10.970 -8.958 6.246 -0.120
Cl -9.977 -6.404 5.289 -0.101
Cl -8.327 -8.786 5.057 -0.115
H -10.402 -8.351 4.057 0.278
C -4.939 -1.863 -7.327 0.011
Cl -4.361 -2.747 -8.740 -0.121
Cl -6.691 -1.994 -7.180 -0.109
Cl -4.146 -2.446 -5.859 -0.024
H -4.687 -0.817 -7.454 0.258
C -6.919 7.456 2.428 -0.023
Cl -6.960 9.122 1.853 -0.103
Cl -6.592 6.344 1.098 -0.087
Cl -5.711 7.268 3.708 -0.125
H -7.890 7.215 2.843 0.355
C 1.883 6.707 5.519 -0.048
Cl 1.637 7.092 3.812 -0.074
Cl 1.861 4.956 5.759 -0.089
Cl 3.396 7.399 6.101 -0.116
H 1.069 7.139 6.088 0.318
```

Calculated values
Energy relative to the best compared isomer or geometry (same formula, charge and spin) = 22.6 kcal/mol
Total charge = +1
Frontier orbital gap = 9.26 eV
Energy = -649265.0891 eV

Entry 2:
ORCA calculation (ωB97M-V/def2-TZVPD) on a molecular structure, C20H13F5N6O4SSeTc in a non-equilibrium geometry.

XYZ file:
```
51
Properties=species:S:1:pos:R:3:nbo_charge:R:1
Tc -0.585 0.195 -0.032 1.079
O -2.973 3.447 -0.444 -0.658
C -2.458 2.219 -0.429 0.595
O -1.148 2.079 -0.409 -0.640
C -3.237 1.212 0.365 0.183
C -4.547 1.292 0.818 -0.166
C -5.094 0.176 1.430 -0.113
C -4.345 -0.999 1.543 -0.187
C -3.036 -0.985 1.108 0.058
N -2.497 0.126 0.578 -0.412
C -2.030 -2.074 1.068 0.822
O -2.285 -3.294 1.430 -0.577
O -0.904 -1.806 0.636 -0.549
H -2.348 4.077 -0.829 0.522
H -5.106 2.208 0.690 0.274
H -6.107 0.210 1.805 0.262
H -4.793 -1.886 1.969 0.245
H -3.178 -3.449 1.766 0.521
S -3.078 1.448 -2.300 0.097
C -2.172 0.007 -2.689 0.085
C -2.543 -0.593 -3.904 -0.249
C -1.901 -1.728 -4.335 -0.105
C -0.883 -2.269 -3.548 -0.240
C -0.564 -1.645 -2.373 0.044
N -1.190 -0.527 -1.935 -0.513
H -3.339 -0.139 -4.477 0.255
H -2.189 -2.200 -5.265 0.250
H -0.355 -3.163 -3.845 0.250
H 0.213 -2.038 -1.729 0.225
N 4.534 2.366 -1.583 -0.756
C 4.327 1.252 -2.285 0.680
N 5.254 0.805 -3.120 -0.731
N 3.207 0.548 -2.200 -0.618
C 2.181 0.535 -1.479 0.682
N 1.195 0.404 -0.861 -0.582
H 5.374 2.911 -1.690 0.424
H 3.810 2.738 -0.994 0.424
H 6.123 1.289 -3.271 0.422
H 5.087 -0.048 -3.626 0.438
F 5.157 -0.965 4.898 -0.247
C 4.022 -0.631 4.334 0.330
C 3.142 0.221 4.995 0.274
F 3.443 0.663 6.201 -0.255
C 1.972 0.604 4.370 0.362
F 1.138 1.429 4.986 -0.273
C 1.645 0.157 3.084 -0.369
Se 0.110 0.914 2.282 0.370
C 2.515 -0.747 2.476 0.333
F 2.211 -1.270 1.292 -0.296
C 3.697 -1.127 3.078 0.305
F 4.528 -1.950 2.452 -0.274
```

Calculated values
Energy relative to the best compared isomer or geometry (same formula, charge and spin) = 20.7 kcal/mol
Total charge = +2
Spin multiplicity = 4
Frontier orbital gap (spin up / spin down) = 7.05 / 5.31 eV
Energy = -130035.4635 eV

Entry 3:
ORCA calculation (ωB97M-V/def2-TZVPD) on a molecular structure, C62H51Br2N5O5SSrTe in a non-equilibrium geometry.

XYZ file:
```
128
Properties=species:S:1:pos:R:3:nbo_charge:R:1
Sr -0.008 0.847 1.391 1.806
C 3.774 1.277 2.467 -0.651
C 3.000 2.276 3.281 0.227
C 3.670 3.213 4.097 -0.251
C 2.950 4.126 4.815 -0.166
C 1.541 4.116 4.755 -0.122
C 0.692 4.989 5.465 -0.128
Br 1.429 6.358 6.589 -0.042
C -0.672 4.879 5.385 -0.233
C -1.239 3.890 4.593 -0.235
Br -3.138 3.747 4.552 -0.001
C -0.505 2.954 3.825 0.464
O -1.028 2.032 3.152 -0.792
C 0.947 3.126 3.922 0.078
N 1.689 2.257 3.208 -0.430
H 4.656 0.934 3.013 0.191
H 4.097 1.736 1.529 0.233
H 3.125 0.439 2.220 0.262
H 4.752 3.202 4.144 0.199
H 3.447 4.855 5.441 0.212
H -1.309 5.552 5.941 0.223
O -1.353 -1.178 2.140 -0.567
N -0.789 -1.909 2.996 0.116
N 0.448 -1.640 3.253 0.105
O 1.144 -0.695 2.693 -0.704
C 1.087 -2.477 4.202 0.197
C 2.472 -2.397 4.320 -0.261
C 3.135 -3.203 5.231 -0.198
C 2.434 -4.086 6.038 -0.252
C 1.051 -4.161 5.919 -0.220
C 0.375 -3.367 5.010 -0.244
H 3.002 -1.707 3.680 0.257
H 4.214 -3.143 5.311 0.204
H 2.954 -4.705 6.759 0.199
H 0.494 -4.846 6.547 0.201
H -0.698 -3.423 4.907 0.238
C -5.809 2.756 -3.397 -0.610
C -4.548 2.477 -2.616 -0.137
C -3.840 3.491 -2.002 -0.135
C -2.709 3.255 -1.219 -0.304
C -1.968 4.390 -0.649 0.543
O -1.278 4.362 0.352 -0.534
C -2.047 5.706 -1.402 -0.133
C -2.225 6.891 -0.699 -0.121
C -2.275 8.106 -1.367 -0.244
C -2.116 8.150 -2.745 -0.226
C -1.904 6.974 -3.451 -0.228
C -1.876 5.759 -2.784 -0.185
C -2.250 1.899 -0.973 0.558
O -1.310 1.649 -0.186 -0.794
C -2.943 0.861 -1.730 -0.249
C -4.062 1.178 -2.482 -0.139
C -2.510 -0.541 -1.643 0.351
N -1.406 -0.860 -1.092 -0.433
C -0.951 -2.219 -0.872 -0.287
C -0.724 -3.159 -2.057 -0.617
Te 0.668 -2.636 -3.637 0.417
C 0.055 -0.757 -4.432 -0.251
C 0.272 0.416 -3.721 -0.241
C 0.001 1.646 -4.305 -0.141
C -0.481 1.710 -5.605 -0.235
C -0.694 0.541 -6.321 -0.237
C -0.421 -0.690 -5.739 -0.248
C -3.409 -1.587 -2.242 -0.099
C -3.416 -1.816 -3.617 -0.220
C -4.133 -2.877 -4.146 -0.209
C -4.860 -3.715 -3.310 -0.238
C -4.882 -3.472 -1.943 -0.234
C -4.163 -2.410 -1.413 -0.155
H -5.983 3.830 -3.470 0.202
H -6.679 2.302 -2.913 0.198
H -5.746 2.348 -4.410 0.198
H -4.206 4.507 -2.099 0.198
H -2.327 6.848 0.379 0.221
H -2.434 9.023 -0.812 0.201
H -2.161 9.099 -3.268 0.197
H -1.764 7.005 -4.525 0.201
H -1.720 4.839 -3.332 0.225
H -4.595 0.385 -2.996 0.200
H -1.660 -2.731 -0.206 0.205
H -0.017 -2.115 -0.324 0.216
H -1.658 -3.444 -2.529 0.213
H -0.251 -4.062 -1.662 0.224
H 0.638 0.389 -2.705 0.255
H 0.190 2.546 -3.734 0.220
H -0.682 2.668 -6.070 0.201
H -1.064 0.587 -7.339 0.198
H -0.576 -1.600 -6.308 0.209
H -2.834 -1.170 -4.265 0.233
H -4.121 -3.058 -5.214 0.203
H -5.409 -4.554 -3.721 0.199
H -5.458 -4.115 -1.288 0.204
H -4.168 -2.220 -0.346 0.221
C 2.282 -5.750 2.893 -0.601
C 1.866 -5.956 1.429 -0.081
C 2.263 -7.373 1.006 -0.602
C 0.337 -5.841 1.318 -0.598
C 2.538 -4.888 0.567 -0.055
C 3.519 -5.180 -0.386 -0.193
C 4.128 -4.184 -1.141 -0.239
C 3.742 -2.867 -0.955 -0.218
S 4.269 -1.417 -1.742 0.269
C 3.030 -0.489 -0.789 0.187
N 2.373 -1.234 0.021 -0.458
C 2.733 -2.553 -0.023 0.100
C 2.162 -3.561 0.745 -0.165
C 2.841 0.939 -0.989 -0.148
C 3.663 1.603 -1.915 -0.226
C 3.470 2.942 -2.182 -0.267
C 2.454 3.615 -1.507 -0.248
C 1.672 2.949 -0.574 -0.214
C 1.809 1.583 -0.259 -0.437
H 1.807 -6.500 3.532 0.194
H 1.990 -4.764 3.253 0.235
H 3.366 -5.841 2.997 0.203
H 1.707 -8.100 1.603 0.201
H 3.329 -7.548 1.165 0.202
H 2.027 -7.546 -0.046 0.206
H -0.134 -6.617 1.928 0.195
H 0.017 -5.973 0.282 0.205
H -0.027 -4.874 1.666 0.225
H 3.827 -6.203 -0.559 0.193
H 4.884 -4.437 -1.874 0.203
H 1.404 -3.283 1.467 0.223
H 4.456 1.059 -2.423 0.186
H 4.095 3.457 -2.903 0.188
H 2.276 4.666 -1.719 0.191
H 0.890 3.515 -0.074 0.200
```

Calculated values
Total charge = -2
Frontier orbital gap = 5.79 eV
Energy = -241861.8861 eV

Entry 4:
ORCA calculation (ωB97M-V/def2-TZVPD) on C21H22N2O4 in the gas phase.

XYZ file:
```
49
Properties=species:S:1:pos:R:3:nbo_charge:R:1
C -0.048 5.135 -2.071 -0.254
H -0.417 5.933 -2.713 0.199
O -0.977 5.034 -1.017 -0.509
C -0.768 4.096 -0.056 0.407
C 0.318 3.230 -0.034 -0.385
C 0.434 2.300 0.994 0.174
C -0.525 2.238 1.999 -0.280
C -1.600 3.108 1.970 -0.173
C -1.730 4.031 0.954 -0.303
H -2.563 4.713 0.917 0.222
H -2.346 3.061 2.749 0.216
H -0.427 1.511 2.793 0.212
N 1.494 1.386 1.056 -0.619
C 2.493 1.184 0.170 0.657
O 2.720 1.838 -0.823 -0.597
C 3.391 -0.003 0.569 -0.166
H 4.246 -0.032 -0.109 0.223
H 3.726 0.120 1.606 0.205
O 2.744 -1.266 0.419 -0.489
C 1.976 -1.721 1.410 0.828
O 1.724 -1.085 2.407 -0.642
C 1.523 -3.128 1.121 -0.519
H 1.244 -3.181 0.067 0.251
H 2.394 -3.774 1.264 0.243
C 0.376 -3.590 2.016 -0.380
H 0.237 -4.662 1.872 0.205
H 0.641 -3.413 3.059 0.218
C -0.941 -2.865 1.703 -0.422
C -1.312 -2.980 0.261 -0.099
C -1.780 -4.083 -0.394 -0.027
N -1.944 -3.809 -1.726 -0.523
C -1.584 -2.513 -1.961 0.136
C -1.567 -1.773 -3.137 -0.242
C -1.144 -0.464 -3.061 -0.213
C -0.755 0.107 -1.846 -0.239
C -0.772 -0.621 -0.679 -0.152
C -1.180 -1.953 -0.725 -0.118
H -0.488 -0.168 0.258 0.202
H -0.437 1.138 -1.824 0.216
H -1.115 0.138 -3.957 0.211
H -1.877 -2.211 -4.075 0.210
H -2.290 -4.454 -2.415 0.411
H -2.014 -5.055 -0.005 0.207
H -0.839 -1.811 1.963 0.218
H -1.728 -3.292 2.328 0.220
H 1.452 0.745 1.847 0.437
H 1.077 3.256 -0.795 0.263
H 0.950 5.397 -1.703 0.180
H 0.012 4.206 -2.645 0.178
```

Calculated values
Energy relative to the best compared isomer or geometry (same formula, charge and spin) = 21.8 kcal/mol
SMILES string = COc1cccc(NC(=O)COC(=O)CCCc2c[nH]c3ccccc23)c1
Total charge = 0
Frontier orbital gap = 8.61 eV
Energy = -33305.4723 eV